DFT (wB97M-V/def2-TZVPD) results for a molecular structure, C16H23Br6F12N2O14S4Zr.

Positions of all 78 atoms, in Å:
Zr: 3.48 18.35 39.05
C: 3.68 23.31 34.71
F: 3.98 24.25 33.76
F: 2.52 23.54 35.26
F: 3.62 22.08 34.21
S: 5.17 23.25 36.00
O: 5.80 21.97 35.56
O: 6.08 24.41 35.84
N: 4.49 22.71 37.60
S: 4.90 24.09 38.45
O: 4.30 23.80 39.74
O: 6.32 24.50 38.51
C: 3.73 25.53 37.89
F: 2.55 25.43 38.34
F: 4.23 26.72 38.34
F: 3.67 25.61 36.53
C: 1.67 12.16 38.21
F: 1.11 10.97 38.07
F: 2.84 12.10 37.63
F: 0.85 13.00 37.59
S: 2.07 12.53 40.02
O: 1.29 11.50 40.72
O: 3.48 12.28 40.15
N: 1.70 14.30 40.29
S: 0.97 14.17 41.76
O: 1.43 13.16 42.70
O: 0.92 15.51 42.26
C: -0.91 13.76 41.23
F: -1.79 13.96 42.22
F: -1.23 14.49 40.22
F: -1.01 12.52 40.76
C: -2.54 20.85 37.42
C: -1.33 20.13 37.87
O: -0.60 19.48 37.14
O: -0.70 20.32 38.95
H: -3.05 20.51 36.52
H: -2.36 21.93 37.41
H: -3.27 20.64 38.20
Br: -6.49 26.04 34.51
C: -8.39 26.80 34.79
C: -8.38 27.72 36.01
Br: -10.23 28.47 36.35
H: -9.07 26.07 35.23
H: -8.77 27.12 33.82
H: -7.71 28.57 35.88
H: -8.13 27.28 36.98
Br: -2.24 20.78 47.65
C: -3.08 22.31 46.87
C: -3.12 22.18 45.31
Br: -3.54 23.99 44.52
H: -2.48 23.18 47.13
H: -4.01 22.46 47.42
H: -3.89 21.44 45.08
H: -2.17 21.77 44.96
Br: -4.59 20.60 29.44
C: -4.36 18.89 30.42
C: -2.89 18.77 30.87
Br: -2.69 16.98 31.53
H: -4.82 18.02 29.96
H: -5.03 18.95 31.27
H: -2.75 19.64 31.52
H: -2.23 18.85 30.01
C: -8.70 16.05 35.07
C: -9.63 17.21 34.84
C: -10.92 17.10 35.66
O: -10.91 18.37 36.28
C: -9.67 18.92 36.29
O: -9.21 19.80 37.10
O: -8.95 18.31 35.35
H: -7.87 16.31 34.42
H: -9.15 15.26 34.46
H: -8.50 15.76 36.10
H: -9.74 17.49 33.79
H: -10.92 16.23 36.32
H: -11.88 17.02 35.14
O: -3.77 29.12 38.09
H: -3.94 29.32 37.17
H: -3.77 28.16 38.13

Kohn-Sham gap (eV): 1.244
Multiplicity: 1
LUMO (Eh): -0.3816
Net charge: +1


DFT (wB97M-V/def2-TZVPD) results for a single C16H23BrN2O3S molecule.

Positions of all 46 atoms, in Å:
C: 0.16 -1.37 3.65
N: -0.99 -0.71 3.09
C: -1.92 -1.50 2.33
C: -1.42 -1.88 0.93
O: -1.75 -2.91 0.39
N: -0.60 -0.97 0.38
C: -0.07 -1.06 -0.97
C: 1.41 -0.67 -0.96
C: 2.22 -1.40 -2.03
C: 1.99 -0.88 -3.45
C: 0.53 -0.87 -3.90
C: -0.29 0.22 -3.22
C: -0.95 -0.20 -1.90
S: -1.36 0.84 3.53
O: -2.78 1.01 3.48
O: -0.64 1.16 4.72
C: -0.64 1.78 2.17
C: -1.47 2.31 1.20
C: -0.91 2.94 0.10
C: 0.47 3.02 0.00
Br: 1.25 3.82 -1.54
C: 1.30 2.52 0.99
C: 0.73 1.89 2.09
H: 0.89 -1.62 2.87
H: 0.61 -0.70 4.37
H: -0.13 -2.29 4.15
H: -2.83 -0.90 2.22
H: -2.19 -2.42 2.86
H: -0.43 -0.11 0.89
H: -0.16 -2.11 -1.24
H: 1.82 -0.94 0.02
H: 1.52 0.41 -1.08
H: 3.28 -1.30 -1.80
H: 1.97 -2.46 -1.99
H: 2.57 -1.50 -4.14
H: 2.38 0.14 -3.53
H: 0.08 -1.85 -3.72
H: 0.51 -0.69 -4.98
H: -1.10 0.54 -3.89
H: 0.35 1.09 -3.05
H: -1.85 -0.78 -2.11
H: -1.25 0.70 -1.36
H: -2.53 2.21 1.31
H: -1.53 3.36 -0.68
H: 2.37 2.61 0.90
H: 1.35 1.49 2.88

Relative energy (zero: lowest compared OMol25 entry of this formula, charge and spin) (kJ/mol): 4.5
SMILES: CN(CC(=O)NC1CCCCCC1)S(=O)(=O)c1ccc(Br)cc1
Kohn-Sham gap (eV): 9.480
Multiplicity: 1
LUMO (Eh): 0.0039


DFT (wB97M-V/def2-TZVPD) results for a molecular structure, C16H23CrN3O8.

Positions of all 51 atoms, in Å:
Cr: -0.91 0.90 0.58
C: 1.40 0.19 -4.25
N: 1.72 0.95 -3.06
C: 1.92 2.37 -3.29
C: 1.47 0.53 -1.81
O: 1.64 1.23 -0.82
C: 1.05 -0.94 -1.65
O: 0.47 -1.20 -0.39
C: 1.29 -1.59 0.68
C: 1.44 -0.51 1.76
O: 1.00 0.63 1.65
N: 2.14 -0.89 2.86
C: 2.24 0.06 3.95
C: 2.40 -2.27 3.20
H: 1.94 0.64 -5.09
H: 1.72 -0.85 -4.15
H: 0.33 0.24 -4.46
H: 2.84 2.52 -3.86
H: 1.06 2.77 -3.84
H: 1.98 2.87 -2.33
H: 0.28 -1.19 -2.38
H: 1.93 -1.59 -1.81
H: 0.78 -2.45 1.13
H: 2.28 -1.89 0.33
H: 2.26 1.07 3.54
H: 1.40 -0.04 4.64
H: 3.16 -0.12 4.50
H: 2.78 -2.82 2.35
H: 3.15 -2.30 3.99
H: 1.49 -2.76 3.57
O: -1.39 1.39 -3.31
C: -1.54 1.18 -2.11
O: -1.01 1.83 -1.15
C: -2.39 0.03 -1.62
C: -3.27 -0.78 -2.31
C: -3.90 -1.82 -1.64
C: -3.60 -2.04 -0.29
C: -2.71 -1.20 0.34
N: -2.15 -0.17 -0.31
C: -2.17 -1.30 1.75
O: -2.45 -2.25 2.48
O: -1.40 -0.33 2.05
H: -3.45 -0.59 -3.36
H: -4.60 -2.47 -2.15
H: -4.03 -2.86 0.26
C: -1.77 3.12 2.69
O: -0.63 2.67 1.98
H: -1.49 3.93 3.38
H: -2.23 2.30 3.25
H: -2.47 3.50 1.96
H: 0.01 2.31 2.61

Relative energy (zero: lowest compared OMol25 entry of this formula, charge and spin) (kJ/mol): 74.0
Kohn-Sham gap (spin up / spin down) (eV): 7.762 / 9.049
Multiplicity: 5
LUMO (spin up / spin down) (Eh): 0.0150 / 0.0032


DFT (wB97M-V/def2-TZVPD) results for a molecular structure, C16H23CsFIN4O7.

Positions of all 53 atoms, in Å:
Cs: -0.87 -2.14 -0.49
O: -0.95 2.45 3.35
C: -2.01 1.82 4.03
C: -1.53 0.69 4.92
N: -1.05 -0.44 4.13
C: 0.21 -0.98 4.62
C: 1.42 -0.01 4.60
O: 2.42 -0.41 5.21
O: 1.29 1.10 4.00
C: -2.09 -1.45 3.99
C: -1.95 -2.33 2.73
O: -1.21 -3.33 2.79
O: -2.62 -1.95 1.72
H: -0.13 1.91 3.53
H: -2.73 1.40 3.30
H: -2.54 2.56 4.63
H: -2.33 0.38 5.61
H: -0.71 1.08 5.54
H: 0.47 -1.84 4.01
H: 0.12 -1.36 5.65
H: -3.04 -0.94 3.91
H: -2.11 -2.10 4.88
C: 1.16 1.55 0.89
C: 1.27 1.24 -0.57
O: 1.14 0.11 -1.03
N: 1.50 2.29 -1.41
C: 1.41 2.11 -2.84
C: 0.06 1.60 -3.29
C: -1.11 2.24 -2.91
C: -2.33 1.68 -3.26
C: -2.33 0.48 -3.96
C: -1.11 -0.09 -4.30
N: 0.05 0.47 -3.99
H: 1.69 0.83 1.49
H: 0.11 1.50 1.20
H: 1.52 2.55 1.14
H: 1.49 3.22 -1.02
H: 2.16 1.39 -3.17
H: 1.63 3.07 -3.31
H: -1.07 3.15 -2.32
H: -3.26 2.15 -2.96
H: -3.25 -0.03 -4.21
H: -1.07 -1.06 -4.78
F: -1.21 -2.53 -3.15
N: 1.44 -2.21 -3.61
C: 2.34 -3.05 -4.11
O: 2.33 -4.27 -3.99
C: 3.59 -2.50 -4.79
I: 3.52 -0.58 -5.75
H: 0.54 -2.54 -3.22
H: 1.46 -1.21 -3.81
H: 3.89 -3.20 -5.56
H: 4.39 -2.43 -4.05

Kohn-Sham gap (eV): 5.833
Multiplicity: 1
LUMO (Eh): 0.1240
Net charge: -2


What is the multiplicity in the fourth record?
1